{"formula": "C29H56BeCl4CsFN2O9P", "method": "ωB97M-V/def2-TZVPD", "e_tot_ev": -115411.495, "total_charge": 1, "homo_lumo_gap_ev": 0.96, "elements": ["C", "C", "C", "C", "C", "O", "P", "O", "O", "C", "O", "C", "C", "O", "O", "C", "F", "C", "C", "H", "H", "H", "H", "H", "H", "H", "H", "H", "H", "H", "H", "H", "H", "H", "H", "H", "H", "H", "H", "H", "H", "O", "H", "H", "N", "C", "C", "C", "C", "C", "H", "H", "H", "H", "H", "C", "C", "C", "C", "C", "C", "N", "O", "C", "C", "C", "H", "H", "H", "H", "H", "H", "H", "H", "H", "H", "H", "H", "H", "H", "H", "H", "H", "H", "Cl", "Be", "C", "C", "O", "H", "H", "H", "H", "H", "Cl", "C", "C", "Cl", "H", "H", "H", "H", "Cl", "Cs"], "xyz": [[-1.1400, 2.5874, -3.6251], [0.0379, 2.9654, -4.6489], [1.3850, 2.1393, -4.4389], [1.1617, 0.5331, -4.4547], [0.8518, 0.0651, -5.9944], [2.4001, -0.0442, -3.9606], [2.1167, -1.4023, -2.9598], [1.0386, -1.1688, -1.8964], [1.6059, -2.6920, -3.9630], [0.9497, -3.7395, -3.2183], [-0.4488, -3.7697, -3.6201], [-1.3386, -3.3725, -2.5427], [-1.3942, -3.9997, -1.0971], [-2.2008, -2.4357, -2.7953], [3.6501, -1.7884, -2.3096], [3.5607, -2.2229, -0.9320], [4.6401, -3.2023, -0.7535], [3.9094, -1.0541, 0.1255], [2.6155, -0.3073, 0.6912], [-0.7225, 2.3882, -2.5733], [-1.6603, 1.6292, -3.9917], [-1.8548, 3.4736, -3.5780], [0.2762, 4.0744, -4.4558], [-0.2833, 2.8439, -5.7438], [2.1568, 2.3304, -5.2682], [1.9009, 2.3621, -3.4461], [0.2450, 0.2692, -3.8381], [0.8740, -1.1143, -6.1253], [1.6904, 0.5066, -6.6299], [-0.1370, 0.5219, -6.3501], [1.1250, -3.7105, -2.0995], [1.4086, -4.7281, -3.5837], [-0.7990, -4.9841, -1.0581], [-2.4755, -4.0888, -0.6337], [-0.8145, -3.2760, -0.4132], [2.6066, -2.7802, -0.6711], [4.7033, -0.3357, -0.2729], [4.3750, -1.6122, 1.0180], [1.7533, -1.0657, 0.7474], [2.2820, 0.4902, -0.0691], [2.7718, 0.2424, 1.6702], [-2.0472, -1.1799, 0.2977], [-2.0113, -1.5370, -0.5989], [-1.8997, -0.2331, 0.1777], [4.0338, 4.2709, -4.7754], [5.1805, 4.0701, -5.4421], [6.0332, 5.0894, -5.8344], [5.6814, 6.3921, -5.5248], [4.5005, 6.6304, -4.8377], [3.7181, 5.5430, -4.4867], [5.4107, 3.0333, -5.6641], [6.9503, 4.8682, -6.3698], [6.3324, 7.2301, -5.8206], [4.1953, 7.6369, -4.5803], [2.7870, 5.6768, -3.9454], [-5.8125, 0.6718, 5.8165], [-4.4208, 1.0202, 5.2321], [-4.6060, 1.7568, 3.8883], [-5.1069, 0.8361, 2.7794], [-4.2051, -0.3817, 2.6301], [-3.8965, -1.1277, 3.9502], [-3.5825, -0.2091, 5.0855], [-2.3403, 0.1741, 4.9510], [-5.0852, -2.0356, 4.3471], [-2.7602, -2.1430, 3.6545], [-3.8383, 2.0081, 6.2750], [-6.3087, 1.5680, 6.1968], [-6.5035, 0.2540, 5.0880], [-5.7277, -0.0273, 6.6533], [-3.6563, 2.2057, 3.5720], [-5.3060, 2.5884, 4.0090], [-6.1380, 0.5223, 2.9702], [-5.1300, 1.3882, 1.8349], [-4.6584, -1.0723, 1.9113], [-3.2659, -0.0474, 2.1746], [-4.9188, -2.4922, 5.3276], [-5.2054, -2.8509, 3.6298], [-6.0452, -1.5247, 4.3667], [-1.8796, -1.6662, 3.2169], [-3.0902, -2.8941, 2.9325], [-2.4513, -2.6696, 4.5627], [-3.7665, 1.5374, 7.2597], [-4.4811, 2.8856, 6.3764], [-2.8500, 2.3862, 6.0050], [2.4739, -1.7036, -6.3992], [7.8285, 7.3458, -6.5030], [0.3022, 3.0596, 6.3958], [0.1534, 3.5573, 7.8590], [-1.1153, 3.8811, 8.0315], [0.0351, 3.8358, 5.6739], [1.3437, 2.7791, 6.2080], [-0.3159, 2.1788, 6.2014], [0.9141, 4.3495, 7.9739], [0.5752, 2.7499, 8.4836], [2.2727, -7.9663, 1.1197], [3.7665, -7.4560, 0.2942], [3.8711, -5.9497, 0.1810], [2.6606, -5.2746, -0.9396], [3.7917, -7.9349, -0.6857], [4.6008, -7.8411, 0.8829], [4.8513, -5.6738, -0.2106], [3.7434, -5.4640, 1.1492], [-3.9660, -3.2180, -0.2830], [-2.4379, -3.9344, -4.9654]], "atomic_forces_ev_per_a": [[0.5, -0.3, -0.5], [0.4, 0.3, 0.4], [0.3, -1.1, -0.2], [-1.4, 1.0, -1.5], [0.7, 2.6, 1.0], [-1.0, -3.2, 2.0], [-1.0, 1.0, 0.9], [2.6, -0.6, -2.4], [0.5, 1.3, 2.6], [1.2, -1.8, -0.5], [1.6, 0.9, 3.8], [-3.3, 4.1, 2.2], [3.3, -0.9, -1.0], [4.5, -3.9, 0.6], [-3.1, 0.4, -0.6], [1.7, 0.2, 1.9], [-1.7, 1.7, -0.8], [-0.1, -0.7, 0.8], [-0.5, 0.2, -1.4], [-0.6, 0.3, -1.5], [0.5, 1.5, 0.7], [0.7, -1.4, 0.0], [-0.2, -1.6, -0.6], [0.2, 0.3, 1.6], [-1.2, 0.1, 1.3], [-0.8, -0.1, -1.3], [1.4, 0.1, -0.4], [-0.5, 1.0, 0.4], [-1.4, -0.5, 0.8], [1.0, -1.0, 0.4], [-0.8, 0.4, -1.4], [-0.7, 1.6, 0.4], [-0.7, 1.3, -0.2], [1.2, 0.4, -1.1], [-0.9, -0.9, -1.0], [1.2, 0.9, -0.5], [-1.2, -1.1, 0.3], [-0.6, 0.7, -1.4], [1.2, 1.2, 0.2], [0.4, -1.2, 1.1], [0.0, -1.0, -1.1], [0.6, 0.9, 0.2], [-0.5, -0.1, 0.1], [0.2, -0.1, -0.1], [0.4, 0.5, -0.2], [-0.5, -0.1, 0.3], [0.0, 0.3, 0.0], [-0.7, -0.5, 0.3], [0.1, 0.1, 0.0], [0.0, -0.5, 0.0], [0.1, 0.1, 0.0], [0.0, 0.0, 0.0], [-1.2, -0.2, 0.5], [0.0, -0.1, 0.0], [0.0, 0.1, 0.0], [-0.3, -0.5, -0.1], [-2.5, 1.5, 3.2], [0.4, -0.5, -1.3], [-0.1, -0.2, 0.4], [0.0, 1.6, -0.3], [-1.1, -4.5, 0.0], [6.2, 4.8, -5.6], [-4.3, -2.3, 2.2], [-0.5, 0.1, 0.2], [0.7, 0.7, 0.2], [0.9, -0.2, -0.2], [0.4, 0.0, -0.1], [0.1, -0.1, 0.0], [0.0, 0.1, -0.1], [0.1, -0.1, 0.2], [0.1, -0.2, 0.5], [0.1, 0.1, 0.0], [0.0, -0.1, 0.1], [0.3, -0.4, 0.3], [0.1, -0.3, 0.3], [0.0, 0.1, -0.1], [0.3, 0.2, 0.0], [0.1, 0.1, 0.1], [-0.1, 0.0, 0.1], [-0.3, 0.3, 0.0], [-0.1, 0.1, 0.0], [0.0, 0.0, -0.1], [-0.1, -0.3, -0.2], [-0.1, -0.1, 0.0], [1.3, -1.3, -1.0], [1.8, 0.4, -0.8], [0.1, -0.5, -1.4], [0.9, 0.0, 0.7], [0.1, -0.1, 0.0], [-0.1, 0.0, 0.3], [0.0, 0.1, 0.3], [0.0, 0.1, 0.2], [-0.4, 0.6, -0.3], [-0.6, -0.5, 0.1], [0.0, 0.0, 0.0], [0.1, 0.0, -0.1], [0.4, -0.2, 0.2], [-0.3, -0.6, 0.0], [-0.1, 0.1, 0.1], [-0.1, 0.1, 0.0], [-0.1, 0.0, 0.0], [-0.1, -0.1, -0.1], [-2.0, 0.0, 0.6], [-2.9, -0.8, -3.2]], "lowdin_charge": [-0.121, -0.240, -0.156, -0.372, -0.172, -0.222, 0.730, -0.269, -0.265, -0.241, -0.426, -0.528, -0.110, -0.214, -0.127, -0.341, -0.089, -0.151, -0.120, 0.085, 0.075, 0.077, 0.107, 0.109, 0.110, 0.125, 0.124, -0.060, 0.063, 0.110, 0.059, 0.154, 0.092, -0.146, 0.101, 0.089, 0.128, 0.122, 0.078, 0.075, 0.074, -0.142, -0.035, 0.038, 0.060, -0.134, -0.109, -0.182, -0.056, -0.143, 0.109, 0.061, -0.144, 0.109, 0.102, -0.022, -0.443, -0.107, -0.155, -0.103, -0.431, 0.131, 0.175, -0.015, -0.017, -0.017, 0.101, 0.067, 0.104, 0.137, 0.142, 0.115, 0.134, 0.120, 0.116, 0.101, 0.105, 0.069, 0.084, 0.091, 0.099, 0.106, 0.105, 0.069, 0.388, 0.394, -0.058, -0.423, -0.017, 0.080, 0.084, 0.057, 0.116, 0.115, 0.543, -0.657, -0.615, 0.668, 0.071, 0.077, 0.075, 0.079, -0.110, 1.418]}

{"formula": "C29H56N2O2P3Ti", "method": "ωB97M-V/def2-TZVPD", "e_tot_ev": -89037.721, "s_squared": 0.7539, "multiplicity": 2, "homo_lumo_gap_ev": [6.36, 6.39], "elements": ["C", "C", "N", "C", "C", "C", "C", "P", "Ti", "P", "C", "C", "C", "C", "C", "C", "C", "O", "O", "H", "H", "H", "C", "C", "H", "H", "H", "H", "C", "C", "H", "H", "H", "H", "H", "H", "H", "H", "H", "H", "H", "H", "H", "H", "H", "H", "H", "H", "H", "H", "H", "H", "C", "C", "C", "C", "P", "N", "C", "C", "C", "C", "C", "C", "C", "C", "H", "H", "H", "H", "H", "H", "H", "H", "H", "H", "H", "H", "H", "H", "H", "H", "H", "H", "H", "H", "H", "H", "H", "H", "H", "H", "H"], "xyz": [[-0.0006, 1.0428, -4.8089], [-0.0956, 1.2048, -3.4113], [-0.4198, 0.0914, -2.6557], [-0.7211, -1.0871, -3.2296], [-0.4735, -1.2938, -4.5775], [-0.1471, -0.2010, -5.3848], [0.1569, 2.4370, -2.7901], [-0.0547, 2.7515, -1.0563], [-0.7148, 0.3497, -0.5454], [-2.4186, -1.5002, -1.0566], [-1.2994, -2.1878, -2.3612], [-2.3489, 1.0817, 1.3661], [-1.6829, 1.7120, 2.4361], [-2.0847, 1.4420, 3.7627], [-3.1497, 0.5429, 3.9959], [-3.8702, -0.0232, 2.9278], [-3.4887, 0.2909, 1.6136], [-3.7377, 3.7469, -4.1228], [-4.3511, 1.9238, -1.7229], [0.2030, 1.9412, -5.3893], [-0.5810, -2.2994, -4.9739], [0.0462, -0.3416, -6.4447], [1.5078, 3.6944, -0.8222], [-1.2463, 4.1231, -0.7224], [-1.9020, -2.8743, -2.9788], [-0.4666, -2.7695, -1.9153], [-4.0665, 4.6211, -4.3370], [0.7000, 3.1725, -3.3956], [-2.7868, -2.9396, -0.0023], [-3.9693, -1.4195, -2.0197], [-0.8760, 2.4197, 2.2354], [-1.5752, 1.9518, 4.5979], [-3.4328, 0.3432, 5.0281], [-4.7193, -0.6865, 3.1286], [-4.1006, -0.0518, 0.7702], [-1.9477, 1.1735, -1.0195], [-4.5620, 2.5314, -0.9579], [-3.8312, 2.5114, -2.2728], [-3.7349, 3.2407, -4.9477], [-2.1973, 1.3949, 0.1802], [1.4366, 4.6455, -1.3724], [1.7152, 3.9139, 0.2295], [2.3489, 3.1208, -1.2304], [-0.9863, 5.0289, -1.2958], [-2.2704, 3.8014, -0.9689], [-1.2153, 4.3630, 0.3527], [-4.1794, -2.4023, -2.4713], [-4.7885, -1.1306, -1.3461], [-3.8861, -0.6469, -2.7945], [-3.2727, -3.7264, -0.5976], [-1.8803, -3.3348, 0.4745], [-3.4706, -2.6010, 0.7891], [1.0432, -3.4647, 0.7854], [1.2380, -2.4420, 1.9139], [-0.1362, -2.2108, 2.5813], [2.2537, -2.9705, 2.9381], [1.8991, -0.8440, 1.1684], [0.6393, -0.2437, 0.3914], [2.3844, 0.4269, 2.4688], [3.8017, 0.1143, 2.9711], [2.3299, 1.8459, 1.8843], [1.3727, 0.3882, 3.6235], [3.1734, -1.0696, -0.1988], [2.5271, -1.6553, -1.4702], [3.7549, 0.2930, -0.6079], [4.2822, -1.9990, 0.3064], [0.5456, -4.3533, 1.2038], [1.9887, -3.8033, 0.3473], [0.3931, -3.0621, -0.0045], [-0.5857, -3.1936, 2.7963], [-0.0698, -1.6660, 3.5271], [-0.8249, -1.6577, 1.9292], [3.2561, -3.0889, 2.5030], [2.3103, -2.3352, 3.8312], [1.9121, -3.9645, 3.2609], [4.5593, 0.2705, 2.1925], [4.0233, 0.8100, 3.7933], [3.8866, -0.9075, 3.3648], [1.3502, 2.0486, 1.4347], [2.4802, 2.5639, 2.7051], [3.0991, 2.0380, 1.1302], [0.3453, 0.5241, 3.2566], [1.4370, -0.5262, 4.2237], [1.5897, 1.2330, 4.2948], [1.6914, -1.0355, -1.8162], [3.2889, -1.6599, -2.2627], [2.1732, -2.6818, -1.3490], [4.3781, 0.7542, 0.1677], [4.4054, 0.1261, -1.4813], [2.9641, 0.9920, -0.9213], [4.7325, -1.6396, 1.2403], [3.9246, -3.0267, 0.4459], [5.0722, -2.0195, -0.4584]], "atomic_forces_ev_per_a": [[0.1, -0.5, -1.2], [0.1, 0.4, 1.2], [-0.9, 0.0, 0.4], [0.5, 0.2, -0.9], [-0.6, -0.9, 0.5], [0.7, 1.0, 0.3], [-0.1, -0.1, -0.3], [0.4, -0.2, -1.0], [0.0, -0.1, -0.1], [0.6, -0.2, -0.5], [0.2, -0.5, -0.2], [-0.3, 0.7, -0.4], [-0.7, -0.6, 0.2], [-0.3, -0.2, -0.5], [0.4, 0.5, -0.3], [0.5, 0.4, 0.0], [0.3, 0.0, 0.5], [0.1, -0.3, -0.1], [-0.8, 1.1, 1.7], [0.0, -0.3, -0.1], [-0.1, 0.2, -0.1], [-0.2, 0.1, 0.1], [0.2, 0.3, 0.4], [-0.2, 0.1, -0.1], [0.4, 0.1, 0.0], [-0.5, 0.3, 0.0], [-0.1, 0.1, -0.1], [-0.4, -0.1, 0.1], [-0.1, -0.3, 0.1], [-0.1, 0.3, 0.1], [-0.2, -0.3, 0.1], [-0.3, -0.4, -0.4], [0.0, -0.1, -0.2], [0.3, 0.3, -0.1], [0.4, 0.0, 0.3], [-2.6, 2.1, -1.7], [0.2, -1.2, -1.1], [0.3, 0.1, -0.6], [0.0, 0.2, 0.3], [-0.3, -0.4, 1.7], [0.0, -0.3, 0.1], [0.0, 0.1, -0.1], [-0.3, 0.1, 0.1], [-0.1, -0.3, 0.2], [0.4, 0.1, 0.0], [0.0, 0.0, -0.3], [0.0, 0.3, 0.1], [0.1, -0.1, -0.3], [0.0, -0.2, 0.2], [0.1, 0.1, 0.3], [-0.3, 0.1, -0.1], [0.1, -0.2, -0.2], [-0.1, -0.2, 0.0], [0.8, 0.2, 0.3], [0.0, 0.0, 0.0], [-0.2, -0.6, 0.1], [-2.6, 1.4, -1.5], [2.7, -1.5, 2.1], [0.7, -0.6, 0.0], [0.0, 0.3, 0.5], [-0.1, 0.1, -0.1], [0.0, 0.1, 0.1], [0.3, -0.5, 0.7], [-0.1, 0.0, 0.0], [0.1, 0.1, -0.1], [0.5, 0.0, -0.4], [0.1, 0.2, 0.0], [-0.2, 0.1, 0.1], [0.3, -0.1, 0.2], [0.2, 0.2, 0.0], [0.0, -0.2, -0.2], [0.2, -0.1, 0.1], [-0.3, 0.0, 0.2], [0.0, -0.2, -0.3], [0.2, 0.1, 0.1], [-0.2, -0.1, 0.2], [0.1, -0.2, -0.1], [0.1, 0.3, -0.1], [0.2, -0.2, 0.1], [0.0, -0.2, -0.1], [-0.2, -0.1, 0.2], [0.4, -0.2, 0.1], [0.0, 0.2, -0.1], [0.0, -0.2, -0.1], [0.2, -0.1, 0.1], [-0.1, 0.0, 0.2], [0.1, 0.2, 0.0], [-0.2, -0.1, -0.2], [-0.2, 0.0, 0.2], [0.2, -0.3, 0.2], [-0.1, -0.2, -0.2], [0.1, 0.3, 0.0], [0.0, -0.1, 0.2]], "lowdin_charge": [-0.060, -0.377, -0.031, -0.364, -0.078, -0.086, -0.294, 0.794, 0.304, 0.861, -0.280, -0.182, -0.106, -0.096, -0.093, -0.088, -0.117, -0.046, -0.095, 0.104, 0.098, 0.100, -0.283, -0.259, 0.088, 0.080, 0.037, 0.058, -0.253, -0.248, 0.092, 0.107, 0.095, 0.102, 0.085, -0.078, 0.067, -0.019, 0.051, -0.002, 0.044, 0.021, 0.030, 0.042, 0.018, 0.035, 0.048, 0.042, 0.049, 0.050, 0.020, 0.039, -0.092, -0.591, -0.081, -0.086, 0.960, -0.351, -0.595, -0.086, -0.099, -0.086, -0.597, -0.078, -0.080, -0.090, 0.093, 0.066, 0.048, 0.091, 0.062, 0.057, 0.066, 0.065, 0.091, 0.065, 0.091, 0.066, 0.035, 0.096, 0.060, 0.051, 0.066, 0.095, 0.058, 0.094, 0.060, 0.067, 0.094, 0.071, 0.064, 0.066, 0.091]}